Record 1
{"formula": "C7H14", "method": "ωB97M-V with the def2-TZVPD basis set", "symbols": ["C", "C", "C", "C", "C", "C", "C", "H", "H", "H", "H", "H", "H", "H", "H", "H", "H", "H", "H", "H", "H"], "coordinates": [[1.802342, -0.744643, -0.222320], [0.335274, -0.419747, -0.091983], [-0.779505, -0.956418, -1.324792], [0.161229, 0.817571, -1.667526], [0.005575, 0.553916, 0.974959], [-0.407853, 0.036926, 2.339413], [-1.401128, 0.736281, 1.472531], [2.449757, 0.154440, -0.291135], [2.135554, -1.304013, 0.662513], [2.006345, -1.370676, -1.097417], [-1.079388, -0.771940, -2.398209], [-0.378932, -1.954247, -1.362803], [-1.735629, -0.955777, -0.819899], [0.898884, 1.420010, -1.173591], [0.536136, 0.520123, -2.660390], [-0.775779, 1.387446, -1.767773], [0.634078, 1.459716, 1.011412], [-0.504961, -1.039117, 2.450590], [-0.011591, 0.558254, 3.206636], [-1.711805, 1.740103, 1.746250], [-2.178601, 0.131791, 1.013534]], "forces_ev_per_a": [[-0.1, -0.4, 0.0], [-1.1, 2.3, -4.6], [-0.2, -2.3, 1.8], [1.4, 1.0, 1.1], [-0.3, -0.1, 0.0], [0.3, -0.1, 0.2], [-0.2, 0.1, -0.1], [-0.3, -0.2, 0.0], [-0.1, 0.1, -0.1], [0.0, 0.1, 0.1], [0.9, 0.7, 0.9], [-0.5, -0.9, -0.2], [-0.2, -0.4, 0.3], [0.5, 1.0, -0.2], [-0.1, -0.3, 0.7], [0.3, -0.6, 0.3], [-0.2, -0.3, -0.1], [0.0, 0.2, 0.0], [-0.1, -0.1, -0.1], [0.0, -0.2, 0.0], [0.1, 0.1, 0.1]], "e_homo_ev": -7.23, "relative_energy_ev": 5.949}



Record 2
{"formula": "C7H14", "method": "ωB97M-V with the def2-TZVPD basis set", "symbols": ["C", "C", "C", "C", "C", "C", "C", "H", "H", "H", "H", "H", "H", "H", "H", "H", "H", "H", "H", "H", "H"], "coordinates": [[-1.201615, 0.990731, -0.817625], [-1.210618, -0.130585, 0.231812], [-2.521328, -0.819419, 0.110083], [-0.048262, -1.139518, 0.062305], [1.172133, -0.804378, 0.772363], [2.800368, 0.119695, 0.172526], [2.179453, 1.362787, -0.042104], [-1.251937, 0.630664, -1.857113], [-2.020108, 1.704857, -0.665202], [-0.321756, 1.598122, -0.681424], [-1.078961, 0.294004, 1.237128], [-3.303493, -0.084962, 0.263979], [-2.623513, -1.214355, -0.905267], [-2.525647, -1.608212, 0.854064], [0.308884, -2.245162, 0.682328], [-0.081448, -1.527749, -0.982489], [1.083790, -0.314686, 1.749748], [3.588702, 0.062788, 0.923990], [2.786496, -0.665279, -0.548609], [1.776365, 1.515995, -1.023406], [2.492494, 2.274660, 0.462914]], "forces_ev_per_a": [[0.6, 0.2, 0.2], [0.0, -0.4, 0.1], [-0.3, -0.3, 0.1], [1.2, -0.2, 0.2], [1.7, 0.5, 0.2], [-0.8, 0.9, -0.1], [1.1, -1.5, -0.2], [0.0, -0.1, 0.4], [-0.1, -0.5, 0.1], [0.5, 0.1, -0.3], [-0.2, 0.1, -0.3], [-0.4, -0.2, 0.2], [-0.1, -0.2, 0.2], [-0.6, -0.3, 0.0], [-1.8, 2.3, -0.6], [0.8, 0.2, 0.6], [-0.8, -0.2, -0.2], [-0.5, -0.4, 0.1], [0.8, 0.3, -0.9], [-0.6, 0.1, -0.2], [-0.3, -0.4, 0.4]], "e_homo_ev": -7.19, "relative_energy_ev": 6.344}



Record 3
{"formula": "C7H14BF2N2O2PS", "method": "ωB97M-V with the def2-TZVPD basis set", "symbols": ["C", "C", "C", "F", "C", "P", "S", "C", "O", "N", "C", "B", "N", "O", "C", "F", "H", "H", "H", "H", "H", "H", "H", "H", "H", "H", "H", "H", "H", "H"], "coordinates": [[-0.191736, 1.148717, -3.582566], [0.744832, 1.621468, -2.470920], [1.221048, 0.523057, -1.535751], [2.352709, 1.011996, -0.882795], [0.219677, 0.024696, -0.480311], [-0.856234, -1.322570, -1.201168], [0.093000, -2.618324, -2.310827], [-0.680972, 1.112934, 0.174348], [-1.398612, 1.891696, -0.403493], [-0.609062, 1.008563, 1.600442], [-0.280661, -0.424867, 1.822247], [-0.026171, -0.875699, 3.334763], [-1.175763, -0.952462, 4.259869], [1.220544, -1.217639, 3.786303], [0.817473, -0.646058, 0.788285], [1.905368, 0.047009, 1.276502], [0.387939, 0.894039, -4.464321], [-0.897942, 1.919229, -3.872474], [-0.769083, 0.266679, -3.332311], [1.652457, 1.990357, -2.943125], [0.344813, 2.464353, -1.919922], [1.558752, -0.314582, -2.144632], [-1.443752, -1.982866, -0.119108], [-1.915307, -0.692114, -1.866731], [0.106019, 1.613699, 1.980722], [-1.221744, -0.911201, 1.573035], [-1.809096, -1.696278, 3.991508], [-1.707604, -0.091291, 4.184824], [1.221076, -2.116985, 4.118144], [1.138032, -1.675554, 0.639461]], "forces_ev_per_a": [[0.0, 0.1, -0.1], [0.1, 0.1, -0.2], [0.2, 0.5, -0.3], [-0.1, 0.1, -0.1], [-0.6, -0.2, 0.7], [0.7, -0.8, -1.1], [-0.1, 0.2, 0.2], [-0.3, 0.8, -0.1], [0.7, -0.6, 0.2], [-0.4, -0.5, -0.1], [0.3, 0.9, 0.2], [-0.1, 0.3, 0.6], [0.4, 0.0, -0.3], [-0.2, -0.4, -1.3], [0.0, -0.3, 0.1], [0.1, 0.0, 0.0], [0.0, -0.1, -0.1], [-0.1, 0.2, 0.0], [-0.1, -0.1, 0.1], [0.2, 0.0, 0.0], [-0.2, 0.0, 0.2], [0.0, -0.3, 0.1], [-0.2, 0.4, 0.2], [-0.1, 0.2, 0.4], [0.0, 0.3, 0.0], [0.1, -0.5, -0.1], [-0.2, -0.1, 0.2], [-0.3, 0.0, 0.0], [0.2, 0.0, 0.9], [-0.1, -0.1, -0.1]], "e_homo_ev": -9.21, "smiles": "CC[C@@H](F)[C@]1([PH2]=S)C(=O)N[C@H](B(N)O)[C@@H]1F"}



Record 4
{"formula": "C7H14BF4N9PdS2", "method": "ωB97M-V with the def2-TZVPD basis set", "symbols": ["Pd", "N", "H", "H", "H", "F", "B", "F", "F", "F", "S", "C", "N", "C", "C", "C", "N", "N", "C", "N", "S", "H", "H", "H", "H", "H", "H", "H", "N", "C", "N", "N", "C", "N", "H", "H", "H", "H"], "coordinates": [[0.244845, -0.943434, 0.754080], [0.243546, -3.214572, 1.087648], [0.414319, -3.797498, 0.279569], [-0.655191, -3.434737, 1.495023], [0.975559, -3.329359, 1.777493], [-0.042287, 3.226901, 0.169438], [0.196514, 1.909661, 0.465154], [-0.706667, 1.450257, 1.480904], [1.501949, 1.667967, 0.918505], [-0.015587, 1.065434, -0.681370], [0.854967, 0.835697, 4.807523], [1.054485, -0.174554, 3.584250], [1.232637, -0.944951, 2.697252], [0.834210, -0.519207, -4.169106], [2.319695, -0.532961, -3.805162], [2.528399, -0.586668, -2.325711], [1.841223, -1.280859, -1.497940], [2.242154, -1.142986, -0.191900], [3.241330, -0.315358, -0.032857], [3.797930, -0.060432, 1.167727], [3.794592, 0.346268, -1.539422], [0.717131, -0.528693, -5.253156], [0.349800, 0.371839, -3.769020], [0.332983, -1.391717, -3.753715], [2.820750, 0.350074, -4.201359], [2.801224, -1.405134, -4.254989], [3.174821, -0.273462, 1.945475], [4.294943, 0.810229, 1.253867], [-5.539757, 1.742431, 0.882984], [-4.292089, 1.284541, 1.110411], [-3.462927, 2.041295, 1.830991], [-3.992036, 0.111197, 0.603447], [-2.866516, -0.517556, 0.686895], [-1.956466, -1.248031, 0.700949], [-5.901668, 2.526979, 1.391957], [-6.185874, 1.118417, 0.435168], [-3.719122, 2.972737, 2.101551], [-2.473821, 1.810244, 1.847444]], "forces_ev_per_a": [[0.3, -1.3, 0.4], [0.1, 0.5, -0.1], [0.0, 0.0, 0.0], [0.0, 0.0, 0.0], [0.0, 0.0, 0.0], [0.0, -0.1, 0.0], [0.2, 0.2, -0.1], [0.0, 0.0, -0.1], [-0.2, 0.2, -0.1], [0.0, 0.1, 0.3], [0.0, 0.0, 0.1], [-0.1, -0.1, -0.1], [-0.2, 0.1, -0.2], [0.1, 0.0, 0.0], [-0.2, -0.1, 0.0], [0.3, 0.2, 0.3], [0.0, -0.1, -0.3], [-0.5, 0.1, -0.1], [0.3, 0.2, -0.1], [-0.1, 0.0, -0.1], [-0.2, -0.2, 0.1], [0.0, 0.0, 0.0], [0.0, 0.0, 0.0], [0.0, 0.0, 0.0], [0.0, 0.0, 0.0], [0.1, 0.0, 0.0], [0.0, 0.0, 0.0], [0.0, 0.0, 0.0], [0.0, 0.0, 0.0], [0.2, 0.1, 0.2], [0.2, -0.1, 0.0], [-0.2, -0.2, -0.3], [0.0, -0.2, 0.1], [-0.1, 0.6, 0.1], [0.0, 0.0, 0.0], [0.0, 0.0, 0.0], [0.0, 0.1, 0.0], [0.1, 0.0, 0.0]], "e_homo_ev": [-7.93, -7.86], "s2": 2.0074, "relative_energy_ev": 0.583, "multiplicity": 3}



Record order is preserved below.
Max |F|: 0.10237; 0.05793; 0.02970; 0.02732 Eh/bohr